1.
C19H25N5 | ωB97M-V with the def2-TZVPD basis set

```
49
Properties=species:S:1:pos:R:3:forces:R:3:lowdin_charge:R:1
C 1.13192 -1.56219 5.17326 -0.118 -1.269 -0.693 -0.0768
C 0.81728 -0.64616 3.99641 -1.441 0.439 0.814 -0.1691
C 1.62630 0.46620 3.69594 -1.061 -0.011 -0.053 -0.1023
N 1.33312 1.39488 2.76855 -0.371 -1.593 1.336 0.0781
C 0.17725 1.26870 2.11437 1.639 0.402 -1.314 -0.2680
N 0.25942 2.20106 1.08025 -0.805 1.255 -1.984 0.0403
C 0.02319 1.86994 -0.40727 -1.961 -0.616 1.412 -0.1803
C 0.88384 2.54568 -1.45029 0.341 0.395 0.244 -0.1853
C 2.38129 2.46997 -1.08055 0.144 2.727 -1.966 -0.2140
N 3.23729 2.13223 -2.19793 0.847 -0.700 -1.499 -0.2022
C 3.26662 3.03995 -3.38316 1.788 -1.439 1.713 -0.1633
C 4.20682 2.26334 -4.37641 1.146 -0.013 0.735 -0.1536
C 4.01722 0.74166 -4.05720 -2.693 0.593 -0.836 -0.1763
C 3.35500 0.69133 -2.65198 0.716 0.960 0.527 -0.1650
C -0.80190 0.27799 2.38895 1.457 1.362 -0.144 -0.0674
C -2.11186 0.09089 1.87754 -0.174 -0.202 -0.046 -0.1082
C -2.86651 0.84651 0.98664 -3.278 -3.831 0.412 -0.0425
N -4.14571 0.38286 0.68534 0.111 -0.223 1.277 0.0423
C -4.68717 -0.72657 1.37254 1.125 1.427 -1.561 -0.1366
C -3.91688 -1.48541 2.22901 -0.731 -0.616 0.765 -0.0428
C -2.61732 -1.07147 2.50944 0.249 0.746 0.537 -0.1567
N -1.68552 -1.51118 3.45949 1.005 -0.269 0.228 -0.0157
C -1.89699 -2.70265 4.33118 1.262 -0.332 -0.422 -0.0170
C -0.51114 -0.67596 3.35926 0.649 -0.465 0.360 -0.0549
H 0.29919 -1.62223 5.90160 0.527 0.390 -0.216 0.0746
H 1.22049 -2.61308 4.79794 0.099 0.643 0.283 0.0730
H 2.08874 -1.34691 5.67447 -0.501 0.218 -0.193 0.0758
H 2.55260 0.74111 4.20456 -0.176 -0.855 0.238 0.1136
H 1.14571 2.70522 1.28270 -1.043 -0.452 -0.644 0.1150
H 0.16246 0.79283 -0.42100 0.202 -0.335 -0.480 0.1130
H -1.06718 2.00506 -0.69766 1.265 0.105 0.523 0.1001
H 0.83206 2.00404 -2.41370 -0.649 0.141 0.469 0.1113
H 0.55969 3.61872 -1.64026 0.381 -1.290 0.284 0.1299
H 2.66863 1.77168 -0.35036 -0.228 -0.708 1.540 0.0992
H 2.60384 3.55428 -0.79022 0.448 -1.551 0.154 0.1365
H 2.26901 3.24705 -3.70666 -0.711 0.076 -0.960 0.0878
H 3.69628 3.97451 -2.99474 -0.003 -0.025 -0.490 0.1129
H 5.33073 2.47312 -4.24205 -1.815 0.262 0.041 0.1250
H 3.95053 2.49576 -5.40437 0.073 -0.026 -0.171 0.0856
H 4.87369 0.09261 -4.16639 0.450 0.252 0.188 0.0904
H 3.26590 0.34053 -4.79441 0.658 0.285 0.578 0.1079
H 2.38634 0.13838 -2.65222 0.587 0.279 0.047 0.1100
H 4.10908 0.19997 -2.00842 -0.833 -0.016 0.223 0.1081
H -2.45506 1.66082 0.46012 -0.099 0.900 -0.402 0.0686
H -5.75842 -1.10696 1.19824 1.775 1.218 -0.170 0.1230
H -4.43901 -2.33098 2.70276 0.658 0.326 -0.054 0.1049
H -0.95428 -3.35402 4.32820 -1.251 1.158 0.275 0.1038
H -2.64685 -3.34302 3.86938 -0.139 0.214 -0.061 0.0689
H -2.24008 -2.47040 5.36874 0.482 0.065 -0.846 0.0984
```
Forces are in eV/Å.

Calculated values
Net charge = 0

=====

2.
C8H17ClN | ωB97M-V with the def2-TZVPD basis set

```
27
Properties=species:S:1:pos:R:3:forces:R:3:lowdin_charge:R:1
C 0.98527 -0.51344 -2.72564 -0.784 1.396 0.154 0.0541
C -0.12503 -0.48031 -2.02095 0.378 -0.125 0.560 -0.5937
Cl -1.28357 -1.85111 -2.25564 0.654 0.971 0.628 0.7033
C -0.52139 0.60188 -1.04460 -0.139 -1.836 -0.658 -0.5728
C 0.29633 1.81948 -1.15250 1.980 3.036 -3.004 -0.0397
N -1.91589 0.96113 -1.53052 -0.197 1.881 1.613 0.2159
C -0.69008 0.19385 0.40331 -3.242 -2.368 -0.752 -0.1643
C 0.43705 -0.57189 1.07641 -0.043 1.809 -0.711 -0.2174
C 0.08396 -1.06855 2.44079 1.912 1.364 0.778 -0.2488
C 1.42962 -1.21166 3.21504 0.349 -3.194 -0.597 -0.0990
H 0.96810 -1.34952 -3.29926 0.849 -2.375 -1.946 0.0311
H 1.69630 0.25603 -2.99959 0.017 0.061 0.850 0.1004
H -0.09961 2.69575 -0.62334 -0.273 -0.425 0.199 0.1036
H 0.28574 2.16103 -2.27757 0.114 -0.511 1.863 0.1355
H 1.40194 1.85405 -0.91051 -1.373 -0.928 0.015 0.1357
H -1.85357 1.68812 -2.24491 -0.158 0.022 -0.016 0.1714
H -2.33653 1.35471 -0.65609 -0.388 -0.198 -1.194 0.1809
H -2.45857 0.18196 -1.88829 -0.071 -0.525 0.114 0.1067
H -1.64236 -0.50736 0.39943 1.582 1.091 0.174 0.1583
H -1.05853 1.13759 0.81843 0.488 -0.209 1.064 0.1268
H 1.15134 0.21114 1.30263 0.837 -0.025 -0.473 0.1075
H 0.86999 -1.30637 0.38616 -0.084 0.081 0.288 0.1355
H -0.48533 -0.25722 2.92341 -0.088 -0.502 0.064 0.1225
H -0.46124 -1.95785 2.39806 -1.005 -1.403 0.209 0.0932
H 2.05049 -2.20895 2.92570 -1.185 2.558 -0.233 0.1294
H 1.25314 -1.53439 4.22893 -0.189 0.768 0.687 0.0543
H 2.02242 -0.29811 3.11112 0.059 -0.413 0.321 0.0696
```
Forces are in eV/Å.

Calculated values
Net charge = +1

=====

3.
C2H2N4O2 | ωB97M-V with the def2-TZVPD basis set

```
10
Properties=species:S:1:pos:R:3:forces:R:3:lowdin_charge:R:1
O 1.80468 1.50934 1.26584 -0.314 1.505 0.771 0.1319
C 1.15303 0.73994 0.65645 0.612 1.337 0.982 -0.2326
N -0.22435 0.70097 0.29264 2.571 -4.445 -2.500 0.0251
N -1.41519 1.24360 0.35621 0.917 4.229 2.652 0.0042
N -2.25000 0.52252 -0.15147 -1.850 -2.301 -1.466 -0.0478
N -1.72690 -0.62585 -0.66405 3.818 -0.938 -0.359 0.0784
C -0.36570 -0.52568 -0.44243 -5.713 1.949 1.072 -0.3434
O 0.70220 -1.22157 -0.70039 0.576 -2.394 -1.348 0.0877
H 1.58969 -0.14777 0.26405 0.531 -0.165 0.054 0.1105
H 0.73252 -2.19550 -0.87685 -1.148 1.223 0.142 0.1859
```
Forces are in eV/Å.

Calculated values
Net charge = 0

=====

no.,total energy (Eh)
1,-1012.705158
2,-829.657133
3,-446.803058